1.
{
  "formula": "C21H37InNO9S2",
  "method": "ωB97M-V with the def2-TZVPD basis set",
  "symbols": ["C", "C", "In", "C", "C", "C", "C", "C", "C", "C", "C", "C", "O", "C", "C", "C", "C", "C", "C", "N", "H", "H", "H", "H", "H", "H", "H", "H", "H", "H", "H", "H", "H", "H", "H", "H", "H", "H", "H", "H", "H", "H", "H", "H", "H", "H", "H", "H", "H", "C", "C", "O", "S", "O", "O", "O", "H", "H", "H", "H", "C", "C", "O", "S", "O", "O", "O", "H", "H", "H", "H"],
  "xyz": [[1.1569, 4.8310, 2.5643], [0.8097, 3.5160, 2.7404], [0.8405, 2.0351, 1.0509], [1.6411, 0.0477, 1.6594], [1.3310, -1.1879, 0.7591], [0.8882, -0.9265, -0.7091], [-0.6452, -1.0224, -0.8638], [-1.1593, -0.5924, -2.2755], [-1.7675, 0.8320, -2.3087], [-2.9892, 1.0195, -1.3984], [-3.2436, 2.4824, -1.0066], [-4.4742, 2.5718, -0.0605], [-5.6137, 3.0852, -0.7558], [-5.8262, 4.4657, -0.5391], [2.0495, 2.7851, -0.7112], [3.2021, 2.0717, -1.0869], [3.9315, 2.4983, -2.1991], [3.4851, 3.6281, -2.8894], [2.3502, 4.2695, -2.4059], [1.6215, 3.8940, -1.3518], [0.5550, 5.5097, 1.9571], [2.0568, 5.2375, 3.0513], [0.5314, 3.1675, 3.7468], [-0.8292, 1.8555, 0.4577], [1.1901, -0.1568, 2.6405], [2.7165, 0.1452, 1.8514], [2.2657, -1.7725, 0.7027], [0.5598, -1.8037, 1.2326], [1.2845, -1.7753, -1.2895], [1.3148, -0.0228, -1.1535], [-0.8829, -2.0860, -0.7532], [-1.1471, -0.5134, -0.0379], [-0.3080, -0.6007, -2.9657], [-1.9318, -1.2743, -2.6419], [-0.9690, 1.5414, -2.0570], [-2.0617, 1.0810, -3.3382], [-2.9671, 0.3855, -0.5089], [-3.8726, 0.7130, -1.9827], [-3.4264, 3.0967, -1.8956], [-2.3858, 2.9178, -0.4907], [-4.6904, 1.5946, 0.3782], [-4.1989, 3.2557, 0.7523], [-6.6134, 4.5925, 0.2165], [-6.1589, 4.9011, -1.4879], [-4.9193, 4.9999, -0.2378], [3.5118, 1.1819, -0.5481], [4.8123, 1.9585, -2.5424], [3.9883, 4.0040, -3.7736], [2.0116, 5.1587, -2.9435], [6.0953, -2.5909, 1.5448], [6.3747, -3.8739, 2.3016], [5.3159, -3.9645, 3.2586], [3.9765, -3.3151, 2.6363], [3.1748, -4.3617, 2.1131], [3.4809, -2.3629, 3.5573], [4.6739, -2.5506, 1.4090], [6.4114, -1.7143, 2.1148], [6.5655, -2.5744, 0.5648], [7.3381, -3.8631, 2.8047], [6.3169, -4.7441, 1.6429], [-3.1280, -4.4329, 1.2241], [-4.3860, -4.9020, 0.5213], [-4.1586, -4.5994, -0.8587], [-2.5914, -4.7470, -1.1886], [-2.3605, -6.0273, -1.7584], [-2.1555, -3.5517, -1.8077], [-2.0664, -4.7703, 0.3264], [-3.1278, -3.3499, 1.3652], [-2.9785, -4.9228, 2.1827], [-5.2788, -4.3947, 0.8766], [-4.5174, -5.9827, 0.6182]],
  "mulliken_charge": [-0.562, -0.680, 1.059, -1.187, 0.040, -0.939, 0.228, -1.018, -0.600, -0.539, -0.222, -0.791, -0.405, -0.730, 0.053, -0.324, -0.438, -0.355, -0.315, -0.410, 0.244, 0.202, 0.260, -0.614, 0.424, 0.295, -0.228, 0.281, 0.471, 0.314, -0.279, 0.278, 0.396, 0.336, 0.066, 0.515, 0.295, 0.439, 0.306, 0.286, 0.365, 0.377, 0.257, 0.244, 0.353, 0.335, 0.356, 0.346, 0.315, -0.327, -0.405, -0.325, 1.166, -0.555, -0.518, -0.273, 0.286, 0.311, 0.313, 0.294, -0.266, -0.343, -0.330, 1.007, -0.590, -0.402, -0.283, 0.231, 0.317, 0.315, 0.276],
  "total_charge": -1,
  "lumo_energy_ev": 2.1036,
  "homo_lumo_gap_ev": 5.3
}


2.
{
  "formula": "C21H38B2ClN3O7",
  "method": "ωB97M-V with the def2-TZVPD basis set",
  "symbols": ["C", "C", "O", "B", "O", "N", "C", "C", "B", "O", "O", "C", "C", "C", "O", "O", "C", "C", "C", "C", "N", "C", "Cl", "H", "H", "H", "H", "H", "H", "H", "H", "H", "H", "H", "H", "H", "H", "H", "H", "H", "H", "H", "H", "C", "C", "C", "C", "C", "C", "N", "O", "C", "C", "C", "H", "H", "H", "H", "H", "H", "H", "H", "H", "H", "H", "H", "H", "H", "H", "H", "H", "H"],
  "xyz": [[-5.4107, -1.4796, 5.2526], [-3.8483, -1.7304, 5.3241], [-3.4997, -2.4322, 4.0915], [-2.2095, -2.9577, 4.1431], [-1.8268, -3.9941, 4.9988], [-1.1956, -2.3814, 3.1592], [-1.3520, -2.5682, 1.8182], [-2.5219, -3.3700, 1.1711], [-1.9839, -4.9073, 1.0413], [-2.6510, -5.8942, 0.3312], [-0.7349, -5.2401, 1.6564], [-0.3509, -2.0155, 0.8882], [0.7940, -1.2948, 1.4192], [1.8318, -0.7662, 0.3959], [2.9580, -0.4835, 0.6640], [1.3829, -0.6823, -0.9235], [0.9106, -1.1489, 2.8798], [2.1208, -0.4325, 3.5423], [3.1076, -1.5691, 4.1387], [2.8817, -2.9979, 3.5299], [3.9571, -3.9628, 3.9050], [-0.1232, -1.6983, 3.7280], [-0.0068, -1.5001, 5.4953], [-5.6006, -1.1020, 4.2133], [-5.7667, -0.7862, 6.0472], [-5.8786, -2.4982, 5.3026], [-3.2829, -0.7585, 5.4176], [-3.5587, -2.3591, 6.2086], [-2.6531, -4.5120, 5.1073], [-3.4863, -3.2933, 1.7322], [-2.6874, -2.9548, 0.1457], [-1.9892, -6.5978, 0.1714], [-0.9259, -5.7609, 2.4573], [-0.4390, -2.1315, -0.2174], [1.0526, 0.2184, -1.1171], [2.6512, 0.2801, 2.8711], [1.7210, 0.1455, 4.4164], [4.1504, -1.1897, 3.9466], [2.9657, -1.5775, 5.2523], [2.8558, -3.0037, 2.4078], [1.9272, -3.4902, 3.8709], [3.8628, -4.1437, 4.9051], [4.8752, -3.5891, 3.6688], [-0.8579, 3.1697, -6.0311], [-0.6836, 3.6961, -4.5800], [-0.2176, 5.1690, -4.5538], [1.2749, 5.3886, -4.7713], [2.0883, 4.4816, -3.8559], [1.7024, 3.0048, -4.0186], [0.2328, 2.7762, -3.8416], [-0.0366, 2.8845, -2.5453], [2.1875, 2.5369, -5.4100], [2.5286, 2.1529, -3.0424], [-2.1277, 3.7017, -4.0327], [-0.0714, 2.4969, -6.3609], [-1.7691, 2.5742, -6.1301], [-0.9191, 3.9881, -6.7511], [-0.4687, 5.6058, -3.5804], [-0.7766, 5.7496, -5.2922], [1.5345, 5.2252, -5.8209], [1.5223, 6.4319, -4.5585], [3.1531, 4.6181, -4.0651], [1.9440, 4.7991, -2.8167], [1.8963, 1.5013, -5.6006], [3.2769, 2.5854, -5.4701], [1.8236, 3.1547, -6.2283], [2.3948, 2.4542, -2.0017], [3.5952, 2.2411, -3.2551], [2.2633, 1.0951, -3.1330], [-2.5234, 2.6878, -3.9361], [-2.7831, 4.2493, -4.7142], [-2.2062, 4.1915, -3.0606]],
  "lowdin_spin": [0.000, 0.000, 0.000, 0.000, 0.000, 0.000, 0.000, 0.000, 0.000, 0.000, 0.000, 0.000, 0.000, 0.000, 0.000, 0.000, 0.000, 0.000, 0.000, 0.000, 0.000, 0.000, 0.000, 0.000, 0.000, 0.000, 0.000, 0.000, 0.000, 0.000, 0.000, 0.000, 0.000, 0.000, 0.000, 0.000, 0.000, 0.000, 0.000, 0.000, 0.000, 0.000, 0.000, 0.002, 0.025, 0.015, 0.001, 0.014, 0.027, 0.351, 0.557, 0.001, -0.001, -0.001, 0.001, 0.000, 0.000, 0.002, 0.001, 0.000, 0.001, 0.001, 0.003, 0.001, 0.000, 0.000, -0.001, 0.000, 0.000, 0.000, 0.000, 0.000],
  "total_charge": 1,
  "s_squared": 0.75,
  "lumo_energy_ev": [-4.4517, -4.4518],
  "homo_lumo_gap_ev": [6.2, 6.9],
  "multiplicity": 2
}